8
Properties=species:S:1:pos:R:3:forces:R:3:lowdin_charge:R:1 method="wB97M-V/def2-TZVPD" total_charge=+1 orbital_gap_ha="0.1984 / 0.1979" e_above_lowest_kj_mol=61.75 lumo_energy_ev="-4.925 / -5.028"
C -0.479 0.786 0.074 -1.2 -1.1 1.4 -0.45
C -0.592 -0.155 -0.881 -0.5 0.1 -0.7 -0.02
O -0.219 -1.410 -0.385 1.2 0.8 2.3 -0.07
C 0.280 -1.432 0.841 -0.6 2.2 -2.4 0.16
O 0.089 0.362 1.186 0.8 -1.5 -0.6 -0.13
F -1.236 1.870 0.172 1.2 -0.1 -0.6 0.16
H -1.036 -0.095 -1.866 0.1 -0.3 0.3 0.15
La 3.192 0.074 0.860 -1.0 -0.1 0.2 1.21